# 1
80
Properties=species:S:1:pos:R:3:forces:R:3:lowdin_charge:R:1 method="wB97M-V/def2-TZVPD" multiplicity=4 largest_force_ev_per_a=1.26 e_homo_ev="-5.27 / -5.27" charge=-1 relative_energy_kcal_mol=39.8 gap_ev="7.425 / 7.424"
Er 0.786036 0.162998 -0.567222 0.49 0.03 1.16 1.50
O 1.644919 3.044105 1.869091 0.00 0.00 0.05 -0.02
C 1.317507 2.035959 2.772366 0.12 -0.02 0.06 -0.35
C 2.814325 -0.196877 2.903399 -0.10 0.14 0.03 -0.12
N 2.633273 -0.646051 1.512854 0.24 -0.28 -0.15 -0.17
C 3.773457 -0.273558 0.669462 -0.12 0.28 -0.03 -0.09
C 3.672057 1.194791 0.232451 0.38 -0.21 0.27 -0.61
O 4.652699 1.916591 0.273194 -0.12 0.02 -0.05 0.06
O 2.478929 1.543914 -0.132566 0.24 0.18 -0.09 -0.18
C 2.528803 -2.110573 1.555345 -0.09 -0.04 -0.26 -0.10
C 1.990270 -2.747227 0.262508 0.34 -0.01 0.45 -0.63
O 2.168976 -3.949991 0.109402 -0.11 0.04 -0.11 0.03
O 1.337130 -1.967751 -0.507434 0.27 -0.13 -0.20 -0.18
H 2.040309 2.649141 1.061458 0.08 -0.07 -0.05 0.05
H -0.250636 1.514512 1.566003 -0.27 0.13 0.07 0.09
H 0.811167 2.567784 3.584604 0.02 -0.02 0.01 0.15
H 2.178665 -0.844759 3.497329 0.02 -0.04 0.02 0.10
H 3.849156 -0.409042 3.213483 -0.01 -0.02 0.02 0.13
H 3.747873 -0.878238 -0.241897 0.02 -0.03 0.00 0.13
H 4.730701 -0.440248 1.176952 0.02 -0.01 -0.01 0.13
H 1.803730 -2.397729 2.320647 0.01 0.05 0.05 0.13
H 3.486377 -2.583528 1.808596 -0.01 -0.03 0.02 0.13
O -1.140019 -0.881013 -1.486412 0.01 -0.04 0.01 -0.38
S -1.880251 -1.185950 -0.248959 -0.80 0.24 0.48 0.62
O -3.204762 -0.610693 -0.173057 0.05 -0.29 0.00 -0.30
N -0.909531 -0.659498 0.871787 -0.33 -0.41 -0.56 -0.22
C -1.050142 -0.766550 2.243950 0.01 0.03 0.40 -0.23
C -1.880033 -1.644652 2.924647 0.07 0.08 -0.11 -0.01
C -1.808277 -1.727405 4.312372 -0.07 -0.06 0.02 -0.09
C -0.893342 -0.974107 5.008750 0.08 0.05 -0.01 -0.07
C -0.044346 -0.050122 4.366329 -0.16 -0.13 -0.10 -0.15
C 0.986964 0.566857 5.223219 0.13 0.08 0.14 -0.06
C 2.154108 1.100844 4.855272 0.09 0.00 -0.05 -0.07
C 2.514223 1.257767 3.399679 -0.12 -0.03 -0.13 -0.17
N 0.431697 1.069010 2.167937 -0.20 0.06 -0.15 0.05
C -0.198258 0.105409 2.979798 -0.06 -0.06 -0.20 -0.13
C -2.116599 -2.956894 -0.215190 0.01 0.18 0.02 -0.26
C -3.368857 -3.439293 0.139838 -0.08 0.08 0.00 -0.08
C -3.584099 -4.807374 0.176090 0.02 -0.03 0.01 -0.09
C -2.548727 -5.678292 -0.141391 -0.02 0.01 0.00 -0.09
C -1.303426 -5.183373 -0.502571 -0.03 -0.03 0.02 -0.06
C -1.080485 -3.815077 -0.547596 0.14 0.06 -0.01 -0.03
H -2.561727 -2.273855 2.370393 0.00 -0.03 0.04 0.09
H -2.453649 -2.417794 4.841387 0.00 0.00 -0.01 0.10
H -0.802557 -1.096294 6.081585 0.02 0.02 0.00 0.10
H 0.782475 0.477033 6.285621 -0.01 0.01 -0.01 0.10
H 2.840749 1.470354 5.608344 -0.06 -0.03 0.05 0.11
H 3.398276 1.883578 3.276869 -0.01 0.03 0.02 0.14
H -4.156587 -2.733653 0.370411 0.00 -0.04 0.00 0.11
H -4.557174 -5.193360 0.452264 0.00 0.00 -0.01 0.10
H -2.717165 -6.747909 -0.108713 0.01 0.00 0.00 0.10
H -0.492157 -5.857630 -0.743172 0.02 0.02 0.00 0.11
H -0.112292 -3.415954 -0.824124 -0.06 -0.06 -0.03 0.09
N -3.022163 5.546920 -2.146917 0.09 0.01 -0.06 0.11
C -2.412012 4.455574 -1.585062 0.10 -0.15 0.12 -0.32
C -2.632969 3.165170 -2.071557 -0.03 0.07 -0.03 -0.01
C -1.969899 2.100895 -1.501337 -0.11 0.11 0.10 -0.14
N -1.101014 2.215148 -0.486858 0.06 0.07 0.02 0.02
C -0.893285 3.453747 -0.028453 0.06 0.02 0.01 -0.11
C -1.514589 4.581648 -0.524030 -0.10 0.07 -0.06 -0.01
H -3.785779 5.397536 -2.779269 -0.06 0.03 0.02 0.09
H -3.001037 6.417632 -1.650497 -0.06 0.03 0.00 0.09
H -3.313501 3.001112 -2.898896 0.01 -0.05 0.02 0.11
H -2.147069 1.105175 -1.875186 0.02 -0.04 -0.05 0.09
H -0.165148 3.562487 0.768372 -0.02 -0.01 -0.01 0.10
H -1.293859 5.553134 -0.098797 0.04 -0.02 0.00 0.11
Br -1.993562 2.726451 -6.878236 0.02 -0.01 0.00 0.69
C -0.694655 1.467421 -6.281603 -0.04 0.03 -0.03 -0.67
C -0.200192 0.533678 -7.177270 -0.01 0.02 0.01 -0.14
C 0.736640 -0.388352 -6.731274 0.00 -0.01 -0.06 -0.07
C 1.164300 -0.374828 -5.412676 0.02 -0.04 0.08 -0.01
C 0.661767 0.574349 -4.534269 0.03 0.01 0.01 -0.10
C -0.275306 1.506431 -4.967571 0.07 -0.02 0.06 -0.06
C 1.098604 0.604215 -3.090656 0.28 0.35 -1.11 -0.62
O 1.853720 -0.289549 -2.647913 -0.21 -0.10 0.11 -0.03
O 0.650178 1.539056 -2.373860 -0.23 -0.06 -0.23 -0.09
H -0.544714 0.527390 -8.202333 0.00 -0.01 0.00 0.09
H 1.126763 -1.122505 -7.424923 0.00 -0.01 0.02 0.10
H 1.879733 -1.095664 -5.039421 0.00 0.01 -0.01 0.12
H -0.650683 2.237419 -4.264870 -0.02 0.01 -0.01 0.11

=====

# 2
73
Properties=species:S:1:pos:R:3:forces:R:3:lowdin_charge:R:1 method="wB97M-V/def2-TZVPD" multiplicity=1 largest_force_ev_per_a=0.51 e_homo_ev=-2.25 charge=-2 relative_energy_kcal_mol=12.2 gap_ev=6.457
Mg -0.347506 1.501990 0.584477 0.21 -0.01 0.46 0.40
C 2.212339 -0.937927 3.782552 0.00 -0.01 -0.09 -0.07
C 1.997418 -0.235479 4.957091 0.00 0.00 0.05 -0.10
C 1.174131 0.872880 4.936583 -0.03 0.01 0.00 -0.03
C 0.562712 1.269471 3.738287 0.04 -0.03 0.06 -0.21
N 0.758462 0.563310 2.620827 0.05 0.13 -0.05 0.07
C 1.566162 -0.485634 2.642460 0.03 -0.06 0.05 -0.13
C -0.327020 2.458269 3.630088 -0.16 -0.02 0.00 -0.21
C -0.557968 3.260049 4.755255 -0.01 -0.02 -0.01 -0.08
C -1.432125 4.330899 4.683502 0.02 0.02 0.06 -0.14
C -2.078749 4.592071 3.480451 -0.04 0.03 -0.01 -0.13
C -1.819350 3.800025 2.370180 -0.01 0.12 -0.02 -0.13
C -0.931899 2.713741 2.384741 0.07 -0.04 -0.28 -0.08
H 2.859389 -1.803184 3.732162 0.00 -0.02 0.01 0.09
H 2.469512 -0.547334 5.883243 0.00 0.01 -0.01 0.09
H 0.994477 1.425686 5.847081 0.04 -0.01 0.00 0.08
H 1.712603 -0.984924 1.695073 0.01 -0.06 -0.09 0.09
H -0.058595 3.064493 5.698613 -0.02 0.02 0.00 0.08
H -1.606720 4.953432 5.555564 0.00 -0.01 0.00 0.08
H -2.776109 5.423153 3.410820 0.00 0.00 0.00 0.08
H -2.322245 4.047878 1.438959 0.01 0.01 -0.02 0.08
C -0.749378 4.255358 -7.386596 0.02 0.00 -0.04 -0.07
C -1.013653 3.830715 -5.966295 -0.02 0.00 0.00 -0.30
C -0.722315 4.678590 -4.903565 0.01 0.01 0.02 -0.06
C -0.933162 4.280482 -3.590472 0.03 -0.01 0.00 -0.05
C -1.443060 3.020293 -3.326448 -0.08 -0.05 0.06 -0.25
C -1.731998 2.160212 -4.374578 0.02 0.01 0.02 -0.05
C -1.522077 2.566309 -5.682973 0.01 -0.02 -0.01 -0.06
S -1.799746 2.504114 -1.643917 0.17 -0.22 -0.10 0.51
O -0.914149 3.327317 -0.828185 -0.15 0.36 0.08 -0.38
O -3.227996 2.737279 -1.506529 -0.01 -0.01 -0.10 -0.33
N -1.312768 1.046135 -1.475016 -0.06 0.28 0.27 -0.24
C -2.258963 -0.040553 -1.381524 -0.05 -0.24 -0.12 -0.23
C -2.214467 -0.730563 -0.005224 -0.22 -0.15 -0.14 -0.68
O -2.875745 -1.770067 0.123226 -0.01 0.03 -0.01 -0.03
O -1.497133 -0.185196 0.890283 0.30 0.01 -0.04 -0.11
H -0.948166 5.319135 -7.526898 0.00 0.01 0.01 0.07
H -1.373435 3.699106 -8.087626 -0.01 0.00 0.00 0.07
H 0.293434 4.078710 -7.664046 0.00 0.00 0.00 0.07
H -0.317105 5.665434 -5.103129 0.00 0.01 -0.01 0.10
H -0.690553 4.927306 -2.758413 0.00 0.02 0.01 0.11
H -2.105815 1.168594 -4.152261 -0.01 -0.02 0.00 0.11
H -1.748351 1.887419 -6.498829 0.00 0.00 -0.01 0.10
H -2.020196 -0.822556 -2.113218 -0.05 0.04 0.02 0.09
H -3.294216 0.275146 -1.555204 0.03 -0.01 0.05 0.10
Cl 2.013189 1.826220 -0.051529 -0.04 -0.10 -0.08 -0.15
C 0.924069 -4.340202 -2.243355 0.00 -0.01 0.05 -0.31
P 0.390091 -3.033785 -1.043610 -0.10 -0.02 -0.12 1.05
C 2.049193 -2.659162 -0.358081 0.07 -0.05 -0.05 -0.40
C 2.654888 -1.474649 -0.762088 -0.03 0.04 0.09 -0.14
C 3.918396 -1.133139 -0.293343 0.01 0.03 0.00 -0.11
C 4.587159 -1.979752 0.573187 0.02 -0.01 0.01 -0.11
C 3.988704 -3.168053 0.984208 0.02 0.00 0.04 -0.11
C 2.727026 -3.503787 0.525049 -0.01 0.02 -0.03 -0.10
C -0.297866 -4.041818 0.318189 -0.07 0.03 -0.01 -0.39
C -0.512251 -5.415001 0.263029 0.09 -0.04 0.01 -0.11
C -1.072201 -6.089489 1.341407 -0.02 -0.04 0.04 -0.12
C -1.425859 -5.393068 2.487337 0.00 0.00 -0.02 -0.11
C -1.237584 -4.017866 2.540128 0.01 0.03 0.00 -0.07
C -0.691818 -3.342708 1.461291 -0.06 0.02 0.02 -0.09
H 0.056714 -4.788083 -2.730481 -0.03 0.00 0.00 0.03
H 1.529395 -5.121662 -1.777773 0.00 -0.01 -0.01 0.03
H 1.523776 -3.845076 -3.008268 0.00 0.00 0.00 0.03
H 2.113611 -0.764910 -1.375818 -0.02 0.00 -0.02 0.07
H 4.333261 -0.173013 -0.566244 0.00 0.03 0.00 0.08
H 5.560930 -1.701794 0.958994 0.01 0.00 0.01 0.09
H 4.498835 -3.821712 1.683337 0.01 0.00 0.00 0.09
H 2.249494 -4.413088 0.872162 -0.01 -0.01 0.00 0.10
H -0.238747 -5.979137 -0.620666 0.00 0.02 -0.01 0.08
H -1.231994 -7.160431 1.282108 -0.01 0.00 0.00 0.09
H -1.869392 -5.915030 3.327242 0.00 -0.01 0.01 0.09
H -1.547177 -3.451938 3.409447 0.00 -0.01 0.01 0.11
H -0.621748 -2.259450 1.493570 0.02 0.00 0.00 0.08

=====

# 3
68
Properties=species:S:1:pos:R:3:forces:R:3:nbo_charge:R:1 method="wB97M-V/def2-TZVPD" multiplicity=1 largest_force_ev_per_a=0.69 e_homo_ev="-10.93 / -10.94" charge=+1 gap_ev="7.891 / 7.681"
Co -0.723111 0.899224 -1.037901 0.59 0.33 -0.14 0.93
C -0.138083 4.846848 -2.420936 0.01 0.00 -0.02 -0.26
C -0.549639 4.738029 -3.743605 0.00 -0.01 0.02 -0.11
C -1.057412 3.539559 -4.211572 0.00 -0.09 0.07 -0.23
C -1.143028 2.456148 -3.345385 0.07 0.21 0.02 0.21
N -0.714692 2.572378 -2.069180 -0.43 -0.09 0.06 -0.49
C -0.237295 3.733201 -1.614451 0.05 -0.04 0.00 0.08
C -1.710537 1.135376 -3.627095 -0.05 -0.12 0.07 -0.09
C -2.250619 0.738896 -4.846014 0.00 0.00 0.08 -0.19
C -2.824700 -0.518051 -4.954853 -0.01 -0.01 -0.03 -0.21
C -2.869276 -1.363357 -3.854189 -0.02 0.00 -0.03 -0.17
C -2.323640 -0.967910 -2.637891 0.07 0.05 0.05 -0.29
C -1.724468 0.277740 -2.516085 -0.01 -0.21 0.10 -0.08
H 0.248002 5.772960 -2.023450 0.01 0.01 0.01 0.24
H -0.481791 5.591065 -4.404876 0.00 0.01 -0.01 0.24
H -1.396542 3.444456 -5.232131 0.00 -0.01 -0.02 0.24
H 0.067363 3.749220 -0.575253 -0.01 0.01 0.01 0.22
H -2.238113 1.397362 -5.704726 0.02 0.03 -0.01 0.21
H -3.250640 -0.835157 -5.897116 0.00 0.00 0.00 0.23
H -3.336178 -2.335337 -3.944996 -0.01 -0.01 0.01 0.22
H -2.378976 -1.635305 -1.785935 0.00 0.00 0.01 0.22
C 3.943309 -0.535633 3.485796 0.03 0.05 -0.02 -0.64
C 2.856189 -1.514264 3.818850 -0.10 -0.02 -0.01 -0.05
C 2.901521 -2.276039 4.980286 -0.02 -0.01 -0.01 -0.18
C 1.896779 -3.177669 5.294783 0.01 0.00 0.03 -0.19
C 0.828096 -3.352636 4.430980 -0.03 -0.01 -0.02 -0.20
C 0.768622 -2.622391 3.255015 0.05 -0.07 0.01 -0.26
C 1.766319 -1.698566 2.963930 0.03 0.00 0.17 0.18
N 1.714462 -0.942782 1.760416 0.12 -0.08 -0.18 -0.62
C 0.620385 -0.356883 1.231559 -0.15 0.05 0.08 0.68
N -0.459435 -0.203361 2.007514 0.11 -0.02 -0.02 -0.59
C -1.713447 0.311989 1.625874 -0.05 0.03 -0.17 0.17
C -1.970202 0.791363 0.340117 -0.38 0.26 -0.14 -0.18
C -3.259826 1.284627 0.070677 0.26 -0.05 0.06 -0.23
C -4.238514 1.294736 1.040420 -0.02 0.00 -0.02 -0.21
C -3.954365 0.806251 2.311009 -0.04 0.00 0.02 -0.18
C -2.706676 0.311290 2.626490 0.07 -0.01 -0.04 -0.07
C -2.414952 -0.212727 4.005730 0.03 -0.02 0.04 -0.65
N 0.611589 0.097383 -0.005964 -0.23 -0.23 0.01 -0.66
C 1.714228 -0.171151 -0.878928 0.06 0.00 -0.01 0.06
C 2.613284 0.857777 -1.149541 -0.07 -0.01 0.00 -0.22
C 3.658274 0.653599 -2.034504 0.04 0.01 -0.03 -0.21
C 3.796033 -0.579744 -2.652255 0.02 0.01 -0.01 -0.18
C 2.894866 -1.599664 -2.385916 -0.02 0.03 0.00 -0.19
C 1.838719 -1.422812 -1.499381 0.03 0.08 0.05 -0.02
C 0.879189 -2.536444 -1.204771 -0.06 -0.04 0.01 -0.64
H 4.640197 -0.440815 4.315218 0.01 0.01 0.00 0.24
H 3.535366 0.452411 3.266819 0.00 0.01 0.00 0.22
H 4.518436 -0.854854 2.612764 0.01 0.00 -0.02 0.22
H 3.738706 -2.149439 5.653948 0.02 0.00 0.02 0.22
H 1.952768 -3.748073 6.211088 0.00 -0.02 0.02 0.23
H 0.049818 -4.068321 4.657159 0.00 -0.01 0.01 0.23
H -0.042386 -2.784979 2.555141 0.02 0.00 -0.01 0.22
H 2.544295 -0.911863 1.184479 -0.04 0.00 0.01 0.43
H -0.365039 -0.507726 2.965406 0.00 0.02 -0.05 0.44
H -3.482601 1.659326 -0.918867 -0.01 0.02 -0.04 0.22
H -5.225776 1.675588 0.818370 -0.01 0.01 -0.03 0.23
H -4.723596 0.809776 3.072581 -0.01 0.00 0.01 0.22
H -3.307690 -0.168916 4.625193 0.00 0.00 0.00 0.24
H -1.641867 0.374317 4.510615 0.01 0.00 0.01 0.22
H -2.085734 -1.255868 3.986349 -0.01 0.00 0.01 0.22
H 2.479716 1.813991 -0.657830 0.00 0.00 0.02 0.22
H 4.356759 1.452271 -2.242848 0.01 0.01 0.00 0.23
H 4.606037 -0.749363 -3.347943 0.02 0.00 -0.02 0.23
H 3.006383 -2.554501 -2.882732 0.00 -0.03 -0.01 0.22
H 0.954628 -3.316285 -1.959589 0.00 -0.02 0.00 0.23
H -0.151214 -2.179035 -1.182221 0.02 0.00 -0.01 0.23
H 1.091720 -2.991236 -0.233647 -0.01 0.00 0.01 0.22

=====

In eV, the E values for the records above are, in order, -169094.108, -83975.128, -78290.572.